Entry from the OMol25 dataset: a molecular structure, C48H58AsGe2IrN3S (ωB97M-V/def2-TZVPD).

2S+1   2
HOMO energy (alpha / beta)   -12.94 / -12.94 eV
⟨S²⟩   0.77
Net charge   +2
Calculated total energy   -242718.1184 eV

Structure (XYZ):
```
114
Properties=species:S:1:pos:R:3:forces:R:3
Ir 0.074 -0.243 0.585 0.44 0.55 -0.40
S -0.267 -1.259 2.623 -0.18 -0.20 0.15
C -1.911 -1.054 3.123 0.14 0.16 0.03
C -2.185 -1.198 4.492 0.00 0.03 0.03
C -3.430 -0.852 4.983 -0.02 0.00 -0.01
C -4.406 -0.370 4.117 0.01 -0.02 0.03
C -4.158 -0.275 2.748 0.02 0.01 -0.03
C -2.919 -0.620 2.243 -0.03 0.00 0.00
As -2.557 -0.819 0.341 -0.07 0.14 0.03
C -4.134 0.036 -0.437 -0.01 -0.03 0.00
C -4.112 1.355 -0.880 -0.07 -0.06 -0.06
C -5.258 1.953 -1.385 0.00 0.00 0.00
C -6.444 1.236 -1.451 0.01 0.01 0.00
C -6.476 -0.079 -1.011 0.01 -0.01 0.00
C -5.330 -0.678 -0.506 -0.06 0.00 0.01
C -3.189 -2.668 0.249 0.03 -0.02 0.04
C -3.475 -3.421 1.384 0.08 -0.05 0.01
C -3.914 -4.735 1.256 -0.02 -0.02 -0.03
C -4.093 -5.297 0.001 0.00 0.02 0.03
C -3.840 -4.537 -1.134 0.01 0.02 -0.01
C -3.391 -3.234 -1.004 -0.01 -0.04 -0.05
H -1.402 -1.541 5.156 0.00 -0.01 0.01
H -3.638 -0.942 6.040 0.00 0.00 0.01
H -5.376 -0.087 4.504 0.00 0.01 0.00
H -4.945 0.057 2.083 0.00 0.00 0.00
H -3.200 1.923 -0.864 0.09 0.05 0.05
H -5.220 2.978 -1.730 0.00 0.00 0.00
H -7.338 1.699 -1.845 -0.01 0.00 0.00
H -7.396 -0.646 -1.058 -0.01 0.00 0.00
H -5.384 -1.704 -0.166 -0.01 0.03 0.00
H -3.364 -3.010 2.378 -0.01 -0.02 -0.03
H -4.134 -5.312 2.144 0.00 0.00 0.01
H -4.446 -6.315 -0.092 0.01 -0.01 0.00
H -4.001 -4.958 -2.118 -0.01 -0.01 0.00
H -3.224 -2.642 -1.892 0.00 0.02 -0.01
C 3.429 3.033 -1.745 0.03 0.01 0.02
C 3.023 1.719 -1.074 -0.01 0.06 -0.22
Ge 1.112 1.241 -1.437 -0.09 -0.18 0.32
C 0.227 2.945 -1.998 0.12 0.05 -0.19
C -1.062 2.803 -2.797 -0.04 0.04 -0.02
C 1.380 0.532 -3.255 -0.19 0.15 -0.03
C 0.449 -0.031 -4.025 0.37 -0.03 0.23
Ge -1.056 -0.898 -3.209 -0.14 -0.30 -0.37
C -0.839 -2.820 -2.958 -0.03 0.00 -0.01
C 0.447 -3.361 -3.587 -0.01 0.00 0.05
C -2.775 -0.184 -3.779 0.06 0.16 -0.02
C -3.816 -1.189 -4.262 -0.01 -0.04 0.02
C 0.456 -0.102 -5.504 -0.13 -0.08 -0.01
C -0.321 -1.052 -6.169 0.03 0.07 -0.01
C -0.349 -1.115 -7.554 -0.02 -0.02 0.02
C 0.405 -0.219 -8.295 0.01 0.00 -0.01
C 1.169 0.744 -7.648 -0.01 0.00 0.00
C 1.186 0.812 -6.265 -0.02 0.00 -0.01
H 4.498 3.212 -1.624 0.00 -0.01 0.01
H 2.909 3.887 -1.307 -0.01 0.01 -0.01
H 3.222 3.041 -2.817 0.00 -0.01 -0.01
H 3.277 1.756 -0.022 -0.02 -0.05 0.05
H 3.616 0.906 -1.503 0.04 0.02 0.00
H 0.981 3.412 -2.637 -0.02 0.00 -0.01
H 0.093 3.637 -1.165 0.06 -0.01 -0.08
H -0.902 2.226 -3.709 0.02 0.01 0.00
H -1.445 3.778 -3.104 -0.02 0.00 0.01
H -1.858 2.307 -2.236 0.05 -0.02 -0.03
H 2.261 0.936 -3.756 0.05 -0.02 0.01
H -1.725 -3.242 -3.447 0.01 -0.02 0.04
H -0.917 -3.095 -1.907 -0.01 0.04 0.03
H 0.453 -3.247 -4.669 0.01 0.01 -0.01
H 0.537 -4.425 -3.368 0.00 0.00 -0.01
H 1.331 -2.859 -3.199 0.02 0.02 0.02
H -2.421 0.431 -4.616 -0.11 0.06 0.03
H -3.185 0.511 -3.049 0.00 -0.06 0.05
H -3.449 -1.785 -5.099 0.02 -0.02 0.01
H -4.697 -0.651 -4.611 0.00 0.00 -0.03
H -4.151 -1.868 -3.480 -0.02 0.01 0.03
H -0.909 -1.777 -5.607 -0.01 -0.03 -0.02
H -0.951 -1.863 -8.051 -0.01 -0.01 0.00
H 0.391 -0.265 -9.375 0.00 0.00 -0.01
H 1.743 1.455 -8.226 0.01 0.00 -0.01
H 1.755 1.590 -5.773 0.01 0.00 0.00
C -0.733 1.851 2.951 0.12 -0.18 -0.03
N -0.354 1.754 1.507 -0.15 0.09 0.15
C -1.373 2.558 0.804 -0.02 -0.09 -0.10
C 0.966 2.457 1.445 -0.01 -0.03 0.00
C 2.010 1.512 1.929 0.04 0.00 -0.10
C 3.097 1.929 2.680 0.00 -0.02 0.02
C 4.068 1.011 3.055 -0.01 0.01 0.01
C 3.916 -0.318 2.701 0.02 -0.01 0.00
C 2.813 -0.736 1.961 -0.04 0.00 -0.05
C 1.860 0.180 1.526 -0.05 0.12 0.07
H -0.739 2.908 3.221 -0.01 -0.01 0.02
H -0.003 1.338 3.572 -0.01 -0.05 -0.02
H -1.726 1.458 3.116 -0.12 -0.14 0.01
H -1.335 3.595 1.149 0.02 0.02 -0.01
H -2.354 2.156 1.045 -0.05 0.00 0.02
H -1.199 2.522 -0.265 -0.12 -0.05 0.18
H 0.906 3.370 2.042 0.04 0.01 0.00
H 1.155 2.762 0.416 -0.01 0.00 0.08
H 3.189 2.969 2.969 0.00 0.01 0.00
H 4.923 1.328 3.637 0.01 0.00 0.00
H 4.652 -1.047 3.014 0.00 -0.02 0.00
H 2.717 -1.793 1.752 -0.02 -0.07 -0.09
N -0.316 -3.672 0.490 0.00 -0.08 0.10
C 0.858 -3.271 -0.042 -0.08 -0.05 -0.12
C 1.783 -4.270 -0.415 -0.01 0.01 0.04
C 2.957 -3.937 -1.024 -0.01 0.09 0.02
C 3.207 -2.583 -1.273 0.00 -0.10 -0.01
C 2.276 -1.669 -0.881 0.01 0.04 0.11
N 1.092 -1.960 -0.264 0.10 0.05 0.02
H -0.422 -4.637 0.755 -0.01 0.02 -0.01
H -0.941 -3.021 0.922 -0.01 0.07 -0.01
H 1.533 -5.300 -0.198 0.01 -0.01 0.00
H 3.668 -4.702 -1.304 0.02 0.00 0.00
H 4.114 -2.241 -1.747 0.01 -0.01 0.00
H 2.489 -0.628 -1.017 0.04 -0.05 0.06
```
Positions in Å, forces in eV/Å.

Entry from the OMol25 dataset: a molecular structure, C48H58F7MoN11O7S3SeSi2 (ωB97M-V/def2-TZVPD).

2S+1   3
HOMO energy (alpha / beta)   -11.44 / -11.45 eV
⟨S²⟩   2.02
Net charge   +2
Calculated total energy   -215916.3293 eV

Structure (XYZ):
```
138
Properties=species:S:1:pos:R:3:forces:R:3
Mo -1.023 1.413 -0.478 0.39 0.73 1.04
Se 4.082 7.114 -1.629 0.36 0.40 -0.09
N 3.946 5.464 -2.249 0.06 -0.08 -0.08
C 2.834 4.978 -1.770 -0.27 -0.10 0.15
C 2.355 3.632 -2.059 0.09 0.19 -0.03
C 3.024 2.773 -2.926 0.13 0.08 0.00
C 2.467 1.545 -3.195 0.13 -0.07 -0.12
C 1.294 1.189 -2.561 -0.08 -0.16 0.04
N 0.672 1.966 -1.677 0.54 0.44 -0.40
C 1.175 3.204 -1.459 -0.25 0.05 0.27
C 0.412 4.087 -0.567 0.01 -0.22 -0.18
N -0.718 3.577 -0.023 0.22 0.42 -0.35
C -1.395 4.333 0.833 -0.21 -0.18 -0.18
C -1.049 5.645 1.124 -0.14 0.21 -0.17
C 0.054 6.192 0.526 0.04 0.09 -0.09
C 0.828 5.386 -0.312 0.16 0.09 -0.07
C 2.068 5.853 -0.922 -0.12 -0.30 -0.02
N 2.564 7.043 -0.728 -0.06 0.05 0.08
H 3.955 3.094 -3.380 -0.08 0.01 0.01
H 2.927 0.859 -3.893 -0.04 0.02 0.01
H 0.826 0.246 -2.789 -0.04 -0.12 0.06
H -2.230 3.883 1.343 0.00 0.08 -0.28
H -1.658 6.209 1.819 0.04 -0.08 -0.10
H 0.351 7.221 0.696 0.03 -0.09 0.05
C -1.225 3.295 -4.027 0.05 0.06 -0.13
Si -2.684 3.600 -2.876 0.32 0.02 -0.15
C -4.173 3.821 -3.984 -0.27 -0.11 -0.01
C -2.497 5.274 -2.049 0.09 0.08 0.14
C -2.756 2.150 -1.632 -0.23 0.23 0.66
C -3.415 2.394 -0.318 -0.05 -0.35 -0.11
C -4.463 3.228 0.051 -0.02 0.08 -0.07
C -4.899 3.202 1.366 -0.02 -0.02 0.01
C -4.293 2.350 2.285 -0.16 0.03 0.03
C -3.233 1.574 1.877 0.19 -0.05 0.05
N -2.811 1.605 0.609 -0.71 0.21 0.09
Si -3.854 0.705 -2.363 -0.01 0.00 0.02
C -5.630 1.306 -2.470 -0.05 0.24 -0.20
C -4.057 -0.760 -1.224 0.16 -0.24 0.06
C -3.165 0.267 -4.035 -0.02 -0.09 -0.16
H -0.558 4.166 -4.058 -0.06 -0.10 0.00
H -1.580 3.121 -5.048 0.04 0.03 0.09
H -0.638 2.427 -3.737 -0.02 -0.01 -0.07
H -3.923 4.618 -4.694 0.02 -0.04 0.09
H -5.065 4.140 -3.435 0.08 -0.01 -0.08
H -4.431 2.933 -4.564 0.01 0.13 0.00
H -3.007 6.025 -2.660 0.06 -0.05 0.02
H -1.449 5.577 -1.969 -0.09 -0.01 0.03
H -2.934 5.314 -1.050 -0.04 0.06 -0.07
H -4.924 3.875 -0.686 0.00 -0.02 0.04
H -5.706 3.852 1.681 0.00 -0.07 -0.03
H -4.625 2.306 3.314 0.04 0.04 -0.02
H -2.687 0.929 2.550 0.04 -0.01 -0.02
H -5.959 1.707 -1.508 -0.05 -0.08 -0.04
H -6.268 0.445 -2.695 0.08 0.04 0.02
H -5.820 2.061 -3.232 -0.04 -0.10 0.11
H -4.243 -0.449 -0.192 -0.03 -0.05 -0.04
H -3.211 -1.443 -1.223 -0.11 0.06 0.07
H -4.934 -1.320 -1.572 0.04 0.11 0.02
H -3.376 1.043 -4.777 0.04 -0.09 0.06
H -3.619 -0.667 -4.385 0.07 0.10 0.02
H -2.086 0.106 -3.991 -0.06 -0.01 -0.03
F 5.413 -1.101 2.252 0.01 0.02 0.02
C 4.579 -1.753 1.416 0.11 -0.02 0.05
C 3.447 -1.138 0.987 -0.17 0.14 0.05
C 2.612 -1.784 0.068 -0.01 -0.01 -0.05
C 1.330 -1.176 -0.305 -0.16 -0.26 -0.02
O 0.955 -0.128 0.223 0.06 0.27 0.01
C 0.575 -1.909 -1.293 -0.03 0.41 0.10
C 1.093 -3.025 -1.863 0.11 -0.20 0.00
N 2.273 -3.572 -1.518 0.22 -0.04 -0.04
C 2.812 -4.652 -2.336 -0.09 0.05 0.27
C 2.862 -4.446 -3.818 -0.11 0.00 -0.18
C 4.127 -4.425 -3.020 0.14 0.06 -0.06
C 3.018 -3.003 -0.477 -0.04 -0.15 -0.17
C 4.152 -3.650 0.033 0.05 -0.09 -0.11
C 4.930 -3.053 1.011 0.06 -0.09 0.02
N 6.041 -3.692 1.576 0.14 0.02 0.02
C 6.899 -4.592 0.840 -0.18 0.16 0.19
C 6.882 -5.977 1.469 0.03 0.05 -0.12
N 7.346 -5.828 2.898 -0.30 0.17 -0.11
C 6.427 -4.900 3.658 0.00 0.17 0.07
C 6.425 -3.542 2.968 -0.05 -0.13 -0.29
C -0.719 -1.419 -1.826 0.36 0.30 0.58
O -1.346 -2.016 -2.655 -0.34 -0.23 -0.44
O -1.095 -0.240 -1.334 -0.37 -1.22 -1.01
H 3.204 -0.136 1.322 -0.08 -0.04 0.05
H 0.542 -3.524 -2.652 0.04 0.01 -0.01
H 2.578 -5.644 -1.969 0.03 0.00 0.02
H 2.496 -3.504 -4.209 0.05 -0.02 0.07
H 2.659 -5.294 -4.459 0.00 0.00 0.11
H 4.605 -3.464 -2.873 -0.06 -0.03 0.02
H 4.812 -5.258 -3.110 -0.07 0.00 0.03
H 4.406 -4.635 -0.338 -0.03 0.04 0.05
H 7.930 -4.208 0.859 0.03 0.00 -0.09
H 6.597 -4.654 -0.201 -0.01 -0.01 -0.04
H 7.531 -6.680 0.952 0.11 0.00 0.10
H 5.868 -6.369 1.500 -0.02 -0.09 0.08
H 8.281 -5.416 2.895 0.12 -0.07 0.03
H 7.414 -6.733 3.358 -0.01 -0.11 0.06
H 6.773 -4.819 4.687 0.12 -0.09 -0.03
H 5.434 -5.343 3.648 0.00 -0.11 -0.04
H 7.424 -3.093 3.043 -0.02 0.06 0.04
H 5.734 -2.896 3.495 -0.02 0.04 0.04
C -3.339 -5.382 1.812 0.08 0.10 -0.05
N -2.968 -4.210 1.017 -0.01 -0.04 0.01
C -1.957 -4.492 0.011 -0.02 0.03 0.11
C -3.056 -2.952 1.555 0.03 -0.04 -0.13
S -1.803 -1.839 1.390 -0.01 -0.07 0.16
N -4.212 -2.674 2.199 -0.07 -0.12 0.04
C -5.475 -3.342 1.890 0.06 0.09 -0.02
C -4.353 -1.505 3.049 0.04 -0.05 -0.02
H -2.431 -5.891 2.154 -0.01 0.01 -0.02
H -3.926 -6.085 1.220 -0.03 0.01 0.01
H -3.907 -5.093 2.690 0.00 0.00 0.00
H -2.207 -5.447 -0.455 0.00 0.03 0.01
H -0.953 -4.553 0.448 -0.02 -0.02 0.01
H -1.956 -3.715 -0.751 -0.02 -0.01 0.00
H -5.359 -3.995 1.031 0.02 0.02 0.00
H -6.221 -2.582 1.646 0.02 0.01 0.02
H -5.844 -3.922 2.738 0.01 0.01 0.00
H -3.386 -1.225 3.456 0.02 0.00 0.00
H -5.030 -1.750 3.868 -0.01 0.00 -0.03
H -4.765 -0.659 2.491 0.00 -0.01 -0.01
F 0.968 -0.811 3.075 0.11 0.01 -0.38
C 0.734 0.377 3.604 -0.10 0.19 0.19
F 1.567 0.552 4.624 -0.04 -0.04 -0.03
F -0.526 0.412 4.043 0.12 -0.04 0.06
S 0.919 1.841 2.462 -0.29 0.68 -0.01
O -0.277 1.734 1.590 0.23 -0.49 0.12
O 2.195 1.841 1.814 -0.12 -0.31 0.14
N 0.833 3.020 3.458 -0.45 -0.06 -0.07
S -0.477 3.617 4.173 0.36 -0.28 0.02
O -1.642 3.620 3.327 0.11 -0.13 0.47
O -0.600 3.175 5.524 0.01 0.11 -0.17
C 0.055 5.404 4.236 0.26 -0.09 -0.11
F 0.650 5.685 5.380 0.01 -0.03 -0.02
F 0.886 5.691 3.226 -0.01 0.02 0.28
F -1.030 6.163 4.101 -0.11 0.12 0.21
```
Positions in Å, forces in eV/Å.

Entry from the OMol25 dataset: a molecular structure, C48H59N6O2PSSr (ωB97M-V/def2-TZVPD).

2S+1   1
HOMO energy   -7.65 eV
Calculated total energy   -84733.5686 eV

Structure (XYZ):
```
118
Properties=species:S:1:pos:R:3:forces:R:3
Sr 0.408 0.006 0.117 1.18 -1.76 -2.20
C -3.509 2.936 -2.327 -0.08 0.02 -0.07
C -2.479 1.808 -2.322 0.03 0.06 0.02
C -3.141 0.441 -2.239 -0.15 -0.13 0.00
C -1.546 1.895 -3.514 -0.05 0.03 -0.01
C -2.059 1.769 -4.804 -0.01 0.05 0.05
C -1.232 1.858 -5.910 0.07 -0.02 0.06
C 0.127 2.080 -5.726 -0.07 0.03 0.01
C 0.676 2.212 -4.455 -0.10 0.03 0.07
C 2.161 2.479 -4.293 -0.04 -0.04 0.11
C 3.019 1.751 -5.324 0.07 -0.07 -0.12
C 2.460 3.981 -4.354 -0.02 -0.02 -0.10
C -0.171 2.103 -3.331 0.35 -0.06 -0.05
N 0.328 2.087 -1.986 -0.05 0.17 -0.24
C 0.331 3.298 -1.426 0.00 0.12 0.70
O 0.222 4.424 -1.919 0.03 -0.04 -0.37
C 0.251 3.283 0.108 -0.20 -0.41 -0.13
C 0.370 4.383 0.944 0.01 0.02 0.03
C 0.018 4.229 2.280 0.01 0.06 0.09
C -0.467 3.016 2.772 0.13 0.19 -0.12
C -0.567 1.978 1.870 -0.14 -0.47 -0.07
N -0.197 2.135 0.598 -0.56 1.11 0.76
C -1.194 0.603 2.261 -0.40 0.50 -0.10
O -1.155 0.319 3.462 -0.05 -0.05 -0.04
N -1.759 -0.070 1.224 -0.26 0.02 1.23
C -2.719 -1.054 1.642 0.37 0.31 -0.34
C -3.766 -0.685 2.515 -0.15 0.00 0.08
C -4.652 -1.655 2.958 -0.02 -0.05 0.00
C -4.568 -2.971 2.532 0.00 0.04 0.03
C -3.619 -3.299 1.588 0.02 0.13 -0.04
C -2.707 -2.355 1.110 -0.11 -0.24 -0.10
C -1.855 -2.803 -0.073 0.02 0.21 0.08
C -1.023 -4.046 0.225 0.08 -0.07 0.07
C -2.753 -3.077 -1.287 0.02 -0.12 -0.01
C -4.065 0.753 2.915 0.11 0.01 -0.05
C -4.058 0.948 4.431 -0.06 0.03 0.03
C -5.403 1.204 2.323 -0.10 -0.06 -0.02
H -4.102 2.915 -1.409 0.01 -0.01 -0.01
H -4.199 2.840 -3.171 0.02 0.01 0.02
H -3.021 3.909 -2.402 0.02 -0.02 0.02
H -1.872 1.917 -1.425 -0.02 0.05 0.02
H -3.752 0.227 -3.122 0.01 0.02 0.05
H -3.775 0.362 -1.352 0.01 0.02 -0.01
H -2.387 -0.345 -2.167 0.07 -0.08 -0.02
H -3.123 1.607 -4.940 0.01 0.01 0.00
H -1.641 1.761 -6.908 0.01 0.01 -0.01
H 0.772 2.159 -6.593 -0.01 0.01 -0.01
H 2.442 2.114 -3.302 0.01 0.03 0.02
H 2.922 2.197 -6.317 -0.01 0.01 0.03
H 2.760 0.693 -5.414 -0.02 0.01 0.04
H 4.072 1.814 -5.044 -0.01 0.00 0.02
H 2.205 4.364 -5.348 0.01 0.02 0.04
H 3.525 4.163 -4.187 -0.02 -0.01 0.01
H 1.882 4.531 -3.617 -0.06 0.02 0.06
H 0.698 5.326 0.530 -0.01 0.02 0.03
H 0.103 5.076 2.950 0.00 0.00 0.00
H -0.766 2.874 3.801 0.01 0.01 0.01
H -5.443 -1.368 3.641 0.00 -0.01 0.00
H -5.264 -3.716 2.898 0.00 0.00 0.01
H -3.600 -4.303 1.184 0.00 -0.02 0.01
H -1.171 -1.997 -0.365 -0.12 -0.07 0.09
H -1.672 -4.872 0.516 0.02 -0.02 0.02
H -0.306 -3.884 1.033 -0.05 0.04 -0.02
H -0.465 -4.358 -0.659 -0.01 0.01 -0.01
H -3.357 -3.972 -1.115 0.03 0.02 0.00
H -2.153 -3.250 -2.185 0.01 0.01 0.02
H -3.437 -2.256 -1.479 -0.02 0.11 0.00
H -3.309 1.405 2.481 0.03 0.00 0.03
H -4.863 0.373 4.898 0.03 0.02 -0.01
H -4.225 1.999 4.679 0.01 -0.01 -0.01
H -3.110 0.633 4.862 0.04 -0.01 -0.02
H -6.236 0.653 2.768 0.01 0.01 -0.02
H -5.440 1.044 1.244 0.04 0.00 0.01
H -5.569 2.267 2.514 0.02 -0.01 0.02
C 0.280 -1.150 -4.327 0.06 0.11 -0.10
N 1.259 -0.602 -3.411 0.08 0.09 0.54
C 2.535 -0.966 -3.288 -0.11 -0.13 -0.16
N 2.941 -1.959 -4.136 0.30 0.11 0.26
S 3.585 -0.306 -2.138 -0.23 -0.11 -0.13
H -0.596 -0.505 -4.300 -0.02 -0.05 0.05
H 0.004 -2.171 -4.055 0.00 -0.03 0.01
H 0.638 -1.130 -5.359 0.05 0.00 0.00
H 0.969 0.155 -2.802 0.07 0.21 -0.21
H 2.422 -2.114 -4.984 -0.03 -0.02 -0.07
H 3.942 -2.056 -4.200 -0.06 -0.02 -0.03
C 0.687 -2.345 3.698 -0.10 0.03 0.06
P 1.655 -1.086 2.799 0.30 0.00 0.00
C 3.283 -1.934 2.625 -0.11 -0.20 0.00
C 4.506 -1.342 2.924 0.04 0.10 0.01
C 5.698 -2.032 2.736 -0.03 0.01 -0.02
C 5.691 -3.333 2.258 -0.08 0.00 0.00
C 4.477 -3.940 1.963 0.00 0.07 0.04
C 3.290 -3.244 2.134 0.00 0.00 0.03
C 2.013 0.209 4.026 0.00 0.05 -0.06
C 2.546 1.406 3.555 0.04 0.11 0.01
C 2.846 2.446 4.424 -0.03 -0.06 0.04
C 2.592 2.303 5.782 -0.02 -0.08 -0.07
C 2.045 1.118 6.259 0.01 0.01 -0.08
C 1.759 0.077 5.386 0.03 -0.02 0.11
H -0.200 -1.864 4.115 0.05 0.03 -0.04
H 1.287 -2.817 4.475 -0.05 -0.01 0.04
H 0.342 -3.107 3.000 0.04 0.01 0.01
H 4.544 -0.332 3.315 -0.04 -0.03 0.00
H 6.636 -1.548 2.975 0.00 0.00 0.00
H 6.618 -3.875 2.125 0.01 0.01 0.01
H 4.454 -4.963 1.607 0.01 -0.01 0.01
H 2.354 -3.738 1.897 -0.02 0.01 0.01
H 2.733 1.540 2.493 -0.01 -0.01 -0.01
H 3.264 3.366 4.038 0.00 0.01 0.00
H 2.813 3.113 6.465 0.00 0.00 0.00
H 1.838 1.003 7.315 -0.01 0.00 0.00
H 1.325 -0.835 5.775 0.00 0.02 -0.01
C 3.399 -4.030 -1.295 -0.33 0.30 0.06
C 2.279 -3.129 -1.004 0.33 -0.35 -0.19
N 1.399 -2.421 -0.814 -0.11 0.06 0.21
H 4.328 -3.503 -1.086 0.01 0.01 0.03
H 3.364 -4.302 -2.348 -0.01 0.01 -0.03
H 3.325 -4.925 -0.681 0.00 0.01 0.02
```
Positions in Å, forces in eV/Å.